DFT (wB97M-V/def2-TZVPD) results for 2 unconnected molecules or ions with the total composition C5H12N2O.

Last column: natural (NBO) charge in e.
Element x y z (Å)
C (1.8840, -0.4505, 0.5448)  -0.643
C (0.7476, -0.0929, 1.4147)  0.224
N (0.0253, -1.1942, 1.9849)  -0.861
O (1.0164, 0.8773, 2.3845)  -0.718
H (2.7269, 0.2310, 0.6188)  0.235
H (2.2172, -1.4802, 0.6509)  0.217
H (1.5309, -0.2933, -0.5565)  0.205
H (0.0028, 0.5740, 0.5437)  0.216
H (-0.8673, -0.9042, 2.3677)  0.368
H (-0.1396, -1.9359, 1.3156)  0.365
H (1.3086, 0.4118, 3.1800)  0.465
C (-2.4325, 0.1353, -2.0099)  -0.448
C (-1.7660, 0.3728, -0.8802)  -0.020
N (-0.5319, 0.9935, -0.7516)  -0.468
C (0.4087, 0.8755, -1.6565)  -0.097
H (-2.0457, 0.4264, -2.9753)  0.197
H (-3.3514, -0.4300, -1.9983)  0.209
H (-2.1653, 0.0315, 0.0677)  0.193
H (0.3398, 0.1458, -2.4629)  0.169
H (1.0916, 1.7063, -1.7820)  0.193

Atoms 1-6, force components in eV/Å:
-0.01 -0.13 -1.72
-2.19 1.90 -2.03
0.15 -0.49 0.32
0.04 0.05 0.48
0.00 0.02 0.37
0.08 -0.11 -0.07

Summary:
SMILES string	C[C@@H](N)O.C=CN=C
max |F|	3.54	eV/A
relative energy (zero: lowest compared OMol25 entry of this formula, charge and spin)	4.483	eV
HOMO energy	-8.0	eV

---

DFT (wB97M-V/def2-TZVPD) results for 2 unconnected molecules or ions with the total composition C4H11NO.

Last column: natural (NBO) charge in e.
Element x y z (Å)
C (0.3969, -0.3891, -0.2294)  -0.409
C (-0.7030, -0.0331, 0.7534)  -0.411
C (-1.7837, -1.0384, 0.3793)  -0.215
N (-1.7558, -0.9035, -1.0817)  -0.644
C (-0.3682, -0.7388, -1.5237)  -0.223
H (0.9933, -1.2173, 0.1446)  0.198
H (1.1333, 0.3870, -0.4225)  0.205
H (-1.1534, 0.9247, 0.4887)  0.205
H (-0.4671, -0.0157, 1.8119)  0.215
H (-1.5820, -2.0658, 0.7021)  0.158
H (-2.7572, -0.7437, 0.7475)  0.194
H (-2.3136, -1.5854, -1.5694)  0.367
H (-0.3288, 0.1049, -2.2005)  0.181
H (0.0920, -1.5955, -1.9962)  0.177
O (3.3237, 2.8692, 1.6608)  -0.934
H (3.8375, 3.6756, 1.4931)  0.467
H (3.4360, 2.3648, 0.8423)  0.467

Atoms 1-6, force components in eV/Å:
0.44 0.14 -0.12
-0.65 -0.01 -0.01
0.01 0.03 -0.66
-0.25 -0.11 0.18
-0.07 0.32 0.67
-0.16 -0.38 0.01

Summary:
SMILES string	C1CCNC1.O
max |F|	0.75	eV/A
relative energy (zero: lowest compared OMol25 entry of this formula, charge and spin)	1.013	eV
HOMO energy	-8.4	eV

---

DFT (wB97M-V/def2-TZVPD) results for 2 unconnected molecules or ions with the total composition C36H34BNO4.

Last column: Mulliken charge in e.
Element x y z (Å)
C (4.1040, -2.0287, -1.8166)  -1.808
C (3.1126, -1.6768, -0.8317)  0.795
C (3.1504, -1.7954, 0.5388)  -1.902
C (1.8311, -1.4149, 0.9442)  1.032
C (1.0602, -1.6833, -0.2014)  -0.793
C (-0.3028, -1.9733, -0.2298)  1.934
C (-0.9215, -1.8504, 1.1564)  0.132
C (-1.8379, -0.8899, 1.4907)  0.738
C (-2.4128, -0.9398, 2.7571)  -1.045
C (-1.8838, -1.7977, 3.7244)  -0.714
C (-0.8679, -2.7060, 3.3906)  -0.966
C (-0.4305, -2.7617, 2.0765)  -0.934
C (-1.1417, -1.5656, -1.4054)  0.036
C (-0.7087, -1.5234, -2.7134)  -1.785
N (-1.8272, -1.5169, -3.5238)  0.372
C (-1.8769, -1.6052, -4.9523)  -0.995
C (-2.9700, -1.5322, -2.7278)  -0.294
C (-4.2812, -1.6320, -3.1281)  -0.891
C (-5.2233, -1.9493, -2.1297)  -0.735
C (-4.8275, -2.2933, -0.8253)  -1.070
C (-3.4701, -2.2527, -0.4891)  -0.038
C (-2.5533, -1.7186, -1.3997)  0.854
O (1.8129, -1.3846, -1.2982)  -0.021
H (4.4657, -3.0482, -1.5650)  0.355
H (3.7305, -2.0144, -2.8480)  0.284
H (4.9108, -1.2808, -1.6867)  0.348
H (3.9580, -2.1735, 1.1898)  0.379
H (1.4484, -1.3308, 1.9797)  0.708
H (-0.1171, -3.0835, -0.3981)  0.549
H (-2.1820, -0.2067, 0.7130)  0.743
H (-3.2664, -0.2895, 2.9625)  0.428
H (-2.2668, -1.7413, 4.7557)  0.407
H (-0.4566, -3.3957, 4.1399)  0.397
H (0.3366, -3.4869, 1.7751)  0.425
H (0.2853, -1.5231, -3.1394)  0.922
H (-2.8407, -1.1725, -5.2636)  0.289
H (-1.0455, -1.0287, -5.3842)  0.361
H (-1.8547, -2.6453, -5.3298)  0.273
H (-4.5199, -1.4441, -4.1717)  0.290
H (-6.2773, -1.9880, -2.4007)  0.370
H (-5.5834, -2.6101, -0.0824)  0.381
H (-3.1616, -2.6498, 0.4731)  0.531
C (0.9558, 0.3494, 5.4617)  -1.566
C (0.3669, 0.9452, 4.2693)  0.846
C (-0.7386, 1.7415, 4.0421)  -1.468
C (-0.8770, 1.8638, 2.6349)  -0.441
C (0.2206, 1.2689, 2.0572)  1.134
B (0.7150, 1.5289, 0.6688)  -0.031
C (2.0905, 2.0484, 0.6066)  1.240
C (3.2098, 2.1801, -0.2144)  -1.177
C (3.8366, 3.4060, 0.1534)  -0.988
C (3.0667, 3.9424, 1.1683)  0.433
C (3.0771, 5.1510, 1.9470)  -1.338
O (2.0987, 3.0823, 1.5503)  -0.443
C (0.2191, 1.7155, -0.7422)  0.557
C (-0.3139, 2.9301, -1.1002)  -0.818
C (-0.3378, 3.0035, -2.5048)  -1.271
C (0.1407, 1.7920, -2.9643)  0.590
C (0.2413, 1.2368, -4.3015)  -1.739
O (0.3786, 0.9514, -1.8926)  0.476
O (0.9874, 0.6679, 3.0724)  -0.309
H (0.1786, -0.0409, 6.1258)  0.380
H (1.6477, -0.4650, 5.2106)  0.303
H (1.5104, 1.1016, 6.0343)  0.335
H (-1.4104, 2.1680, 4.7738)  0.430
H (-1.6033, 2.4107, 2.0555)  0.609
H (3.5280, 1.5129, -1.0097)  0.589
H (4.7673, 3.8470, -0.2090)  0.420
H (4.0590, 5.5999, 1.8139)  0.372
H (2.2985, 5.8675, 1.6461)  0.231
H (2.8826, 4.8818, 2.9927)  0.290
H (-0.4681, 3.7106, -0.3711)  0.576
H (-0.6248, 3.8794, -3.0723)  0.463
H (0.8047, 1.9200, -4.9467)  0.528
H (0.7404, 0.2724, -4.3066)  0.232
H (-0.7454, 1.1334, -4.7753)  0.215

Atoms 1-6, force components in eV/Å:
1.49 0.11 -0.61
-0.68 -0.18 1.39
0.33 1.21 -1.38
-1.39 -2.43 0.06
3.00 5.84 2.90
-2.52 -1.87 -0.90

Summary:
SMILES string	Cc1ccc([C@@H](c2ccccc2)c2cn(C)c3ccccc23)o1.Cc1ccc(B(c2ccc(C)o2)c2ccc(C)o2)o1
max |F|	7.18	eV/A
relative energy (zero: lowest compared OMol25 entry of this formula, charge and spin)	2.593	eV
HOMO energy	-7.0	eV

---

Kohn-Sham gap list, top to bottom, in Ha: 0.3006; 0.3411; 0.2759